Density functional theory data (ωB97M-V/def2-TZVPD) for a 3-piece molecular cluster, C11H26O7S overall.

Geometry (Å):
1 C -0.09 -0.41 0.36
2 C 0.64 -1.50 0.30
3 O 0.55 -2.41 -0.75
4 S -0.16 -3.85 -0.36
5 O 0.52 -4.81 -1.18
6 O -1.57 -3.68 -1.14
7 C -2.65 -2.96 -0.53
8 O -3.27 -2.19 -1.50
9 O -2.91 -0.81 -1.31
10 H -0.04 0.24 1.23
11 H -0.77 -0.15 -0.44
12 H 1.42 -1.73 1.01
13 H -2.30 -2.35 0.29
14 H -3.39 -3.69 -0.20
15 H -2.39 -0.66 -2.11
16 C 2.36 0.99 -5.91
17 C 3.29 0.61 -4.77
18 O 2.65 0.53 -3.51
19 C 1.61 -0.42 -3.40
20 C 2.03 -1.85 -3.65
21 H 1.84 1.92 -5.69
22 H 2.94 1.12 -6.83
23 H 1.61 0.22 -6.11
24 H 4.06 1.37 -4.65
25 H 3.80 -0.33 -5.00
26 H 0.77 -0.15 -4.06
27 H 1.25 -0.31 -2.37
28 H 2.34 -2.01 -4.68
29 H 1.20 -2.52 -3.44
30 H 2.86 -2.13 -3.00
31 C -2.39 3.06 3.68
32 C -2.31 1.74 4.42
33 O -1.02 1.13 4.38
34 C 0.03 1.88 4.96
35 C -0.16 2.19 6.44
36 H -2.05 2.94 2.65
37 H -3.42 3.41 3.66
38 H -1.79 3.83 4.15
39 H -2.97 1.01 3.95
40 H -2.65 1.86 5.45
41 H 0.20 2.81 4.40
42 H 0.92 1.27 4.83
43 H -1.01 2.86 6.61
44 H 0.73 2.68 6.83
45 H -0.34 1.27 7.00

The net charge is 0. The HOMO-LUMO gap is 10.124 eV.

=====

Density functional theory data (ωB97M-V/def2-TZVPD) for H22Mg3O31S5 as an isolated structure.

Geometry (Å):
1 Mg -9.35 -0.70 -9.31
2 Mg -3.83 3.84 -7.83
3 Mg -10.22 5.20 -4.74
4 S 0.12 4.69 -8.88
5 O -1.07 5.06 -9.60
6 O 1.09 3.84 -9.60
7 O 0.83 5.89 -8.59
8 O -0.45 4.05 -7.74
9 S -5.88 8.05 -6.23
10 O -4.75 7.13 -6.30
11 O -5.42 9.27 -5.56
12 O -6.34 8.28 -7.58
13 O -6.93 7.44 -5.44
14 S -7.28 -2.33 -12.51
15 O -6.93 -3.77 -12.59
16 O -6.86 -1.78 -11.24
17 O -6.83 -1.49 -13.62
18 O -8.69 -2.09 -12.26
19 S -7.05 1.12 -4.87
20 O -7.74 0.55 -6.02
21 O -5.75 1.69 -5.26
22 O -7.85 2.19 -4.36
23 O -6.94 0.11 -3.84
24 S -8.93 4.14 -9.69
25 O -9.39 2.86 -10.25
26 O -9.75 4.40 -8.54
27 O -7.51 4.06 -9.31
28 O -9.07 5.28 -10.61
29 O -6.15 -2.37 0.63
30 H -6.19 -2.32 -0.33
31 H -6.69 -3.13 0.85
32 O -10.19 -3.06 -2.39
33 H -9.69 -2.38 -2.84
34 H -9.58 -3.79 -2.31
35 O -12.77 3.00 -3.69
36 H -13.47 3.47 -3.22
37 H -13.10 2.11 -3.79
38 O -5.57 6.92 -1.27
39 H -6.05 6.86 -2.09
40 H -5.68 7.83 -0.99
41 O -2.15 3.63 -2.87
42 H -2.47 2.83 -3.30
43 H -1.62 4.06 -3.54
44 O -3.41 0.90 -10.00
45 H -4.10 0.50 -10.53
46 H -2.80 0.19 -9.81
47 O -2.90 -1.91 -3.65
48 H -3.76 -1.49 -3.58
49 H -2.88 -2.28 -4.53
50 O -12.78 -0.47 -8.25
51 H -13.47 0.12 -8.55
52 H -13.23 -1.10 -7.69
53 O -5.95 2.15 0.03
54 H -6.71 2.29 -0.55
55 H -5.98 1.22 0.25
56 O -10.36 6.40 -1.36
57 H -10.15 6.24 -0.44
58 H -10.82 7.24 -1.37
59 O -9.26 -4.07 -7.92
60 H -9.06 -4.31 -7.01
61 H -9.17 -4.89 -8.40

The net charge is -4. The HOMO-LUMO gap is 2.359 eV.

=====

Copy entry 1 word for word.
Density functional theory data (ωB97M-V/def2-TZVPD) for a 3-piece molecular cluster, C11H26O7S overall.

Geometry (Å):
1 C -0.09 -0.41 0.36
2 C 0.64 -1.50 0.30
3 O 0.55 -2.41 -0.75
4 S -0.16 -3.85 -0.36
5 O 0.52 -4.81 -1.18
6 O -1.57 -3.68 -1.14
7 C -2.65 -2.96 -0.53
8 O -3.27 -2.19 -1.50
9 O -2.91 -0.81 -1.31
10 H -0.04 0.24 1.23
11 H -0.77 -0.15 -0.44
12 H 1.42 -1.73 1.01
13 H -2.30 -2.35 0.29
14 H -3.39 -3.69 -0.20
15 H -2.39 -0.66 -2.11
16 C 2.36 0.99 -5.91
17 C 3.29 0.61 -4.77
18 O 2.65 0.53 -3.51
19 C 1.61 -0.42 -3.40
20 C 2.03 -1.85 -3.65
21 H 1.84 1.92 -5.69
22 H 2.94 1.12 -6.83
23 H 1.61 0.22 -6.11
24 H 4.06 1.37 -4.65
25 H 3.80 -0.33 -5.00
26 H 0.77 -0.15 -4.06
27 H 1.25 -0.31 -2.37
28 H 2.34 -2.01 -4.68
29 H 1.20 -2.52 -3.44
30 H 2.86 -2.13 -3.00
31 C -2.39 3.06 3.68
32 C -2.31 1.74 4.42
33 O -1.02 1.13 4.38
34 C 0.03 1.88 4.96
35 C -0.16 2.19 6.44
36 H -2.05 2.94 2.65
37 H -3.42 3.41 3.66
38 H -1.79 3.83 4.15
39 H -2.97 1.01 3.95
40 H -2.65 1.86 5.45
41 H 0.20 2.81 4.40
42 H 0.92 1.27 4.83
43 H -1.01 2.86 6.61
44 H 0.73 2.68 6.83
45 H -0.34 1.27 7.00

The net charge is 0. The HOMO-LUMO gap is 10.124 eV.